Formula: C12H6N2O5Tl
Source: the OMol25 dataset
Level of theory: the ωB97M-V functional and the def2-TZVPD basis

Each line ends with the Mulliken charge.
Atoms and positions in Å:
O (-2.95840, 0.26146, -2.69430)  0.018
C (-2.11329, 0.18467, -1.92458)  0.262
Tl (-0.20053, -0.01988, -0.19045)  2.366
O (-0.32624, 3.05407, 0.82388)  -0.010
C (-0.30357, 1.96403, 0.44228)  0.045
C (1.48345, -0.13742, 1.35877)  0.053
O (2.33344, -0.20486, 2.12186)  -0.020
C (1.31687, 0.52194, -1.48090)  0.030
O (2.20186, 0.82486, -2.16389)  -0.030
C (-1.39080, -0.54700, 1.40119)  0.032
O (-2.03214, -0.83883, 2.32004)  -0.027
N (1.78363, -3.83281, -0.79817)  0.033
C (1.71858, -2.51117, -0.55213)  -0.307
N (0.42766, -2.17360, -0.46357)  -0.256
C (-0.35624, -3.29977, -0.63353)  1.164
C (-1.76512, -3.46200, -0.61746)  -0.708
C (-2.21152, -4.76853, -0.84468)  -0.827
C (-1.30983, -5.83548, -1.06629)  -0.664
C (0.06914, -5.64349, -1.07391)  -0.696
C (0.52121, -4.34222, -0.85200)  0.421
H (2.63863, -4.35661, -0.91980)  0.274
H (2.57049, -1.82642, -0.45291)  0.267
H (-2.40839, -2.59746, -0.43954)  0.207
H (-3.26353, -4.95730, -0.84731)  0.465
H (-1.67605, -6.82622, -1.23522)  0.466
H (0.82374, -6.40962, -1.23594)  0.442

Force components x, y, z for each atom (eV/Å):
O 3.2 -0.3 2.9
C -3.3 0.3 -3.0
Tl -1.6 -4.6 -3.1
O 0.1 -5.3 -1.8
C -0.7 10.2 3.1
C 5.3 -0.2 4.8
O -3.0 0.2 -2.7
C 8.0 2.9 -7.1
O -4.4 -1.6 3.4
C -6.7 -3.0 8.4
O 3.3 1.4 -4.7
N 1.1 1.3 0.2
C -0.2 -1.0 -0.4
N 0.0 1.6 0.2
C -1.1 0.2 0.0
C 1.1 -0.7 -0.2
C 0.6 1.0 0.2
C 1.1 0.5 0.0
C -0.2 0.1 0.0
C -0.9 -1.1 -0.1
H 0.2 -0.1 0.0
H -0.3 -0.6 -0.1
H -0.2 -0.4 -0.1
H -0.4 -0.2 0.0
H -0.3 -0.3 -0.1
H -0.5 -0.2 0.0

Computed properties:
DFT total energy   -1117.706588 hartree
Charge   +3
Highest occupied orbital energy   -18.5 eV
LUMO energy   -0.4913 hartree